{
  "formula": "CH8N3O",
  "method": "ωB97M-V with the def2-TZVPD basis set",
  "symbols": ["O", "N", "N", "N", "C", "H", "H", "H", "H", "H", "H", "H", "H"],
  "coordinates": [[-2.150, 2.446, -0.987], [0.408, -1.847, 0.994], [2.024, -0.376, 0.046], [-0.225, 0.093, -0.067], [0.756, -0.718, 0.362], [-0.533, -2.088, 1.360], [-1.078, 0.089, 0.495], [-3.076, 2.194, -0.828], [0.028, 0.735, -0.828], [1.015, -2.661, 1.217], [2.282, 0.563, 0.345], [2.720, -1.086, -0.184], [-2.170, 2.655, -1.926]],
  "relative_energy_kcal_mol": 43.24,
  "homo_ev": [-18.431, -18.426],
  "charge": 2,
  "e_tot_ev": -7663.1720,
  "multiplicity": 2,
  "homo_lumo_gap_ev": [8.169, 2.816]
}



{
  "formula": "CH8N3O",
  "method": "ωB97M-V with the def2-TZVPD basis set",
  "symbols": ["O", "N", "N", "N", "C", "H", "H", "H", "H", "H", "H", "H", "H"],
  "coordinates": [[-1.480, -1.865, 2.394], [-0.260, 0.380, -1.839], [1.614, 1.262, -0.900], [0.193, 0.133, 0.491], [0.477, 0.568, -0.762], [-0.779, 0.138, 0.803], [0.861, -0.165, 1.202], [0.126, 0.814, -2.670], [1.921, 1.700, -1.763], [2.240, 1.285, -0.107], [-2.285, -2.203, 1.943], [-0.753, -0.486, -2.030], [-1.876, -1.560, 3.238]],
  "relative_energy_kcal_mol": 32.92,
  "homo_ev": [-21.074, -19.463],
  "charge": 2,
  "e_tot_ev": -7663.6191,
  "multiplicity": 2,
  "homo_lumo_gap_ev": [12.465, 4.051]
}



{
  "formula": "CH8N3OSi",
  "method": "ωB97M-V with the def2-TZVPD basis set",
  "symbols": ["Si", "O", "N", "N", "N", "C", "H", "H", "H", "H", "H", "H", "H", "H"],
  "coordinates": [[1.437, -1.284, 0.670], [-0.481, 0.354, -1.728], [-0.417, 0.861, 0.575], [0.801, 0.285, 1.039], [-2.278, 1.099, -0.679], [-0.993, 0.737, -0.650], [1.425, 1.061, 0.851], [-1.028, 1.196, 1.357], [0.540, -2.519, 0.625], [0.528, -0.176, -1.825], [2.824, -1.100, 1.090], [-2.636, 1.345, -1.644], [-2.732, 1.459, 0.182], [1.304, -0.955, -1.311]],
  "relative_energy_kcal_mol": 85.21,
  "homo_ev": -14.070,
  "charge": 1,
  "e_tot_ev": -15552.9782,
  "homo_lumo_gap_ev": 10.066
}



{
  "formula": "CH8N4P",
  "method": "ωB97M-V with the def2-TZVPD basis set",
  "symbols": ["P", "N", "N", "N", "N", "C", "H", "H", "H", "H", "H", "H", "H", "H"],
  "coordinates": [[-0.021, -1.685, -0.743], [-0.765, 0.860, 0.311], [0.614, -0.228, -1.100], [-0.105, -1.866, 1.757], [0.455, 2.096, -1.306], [0.039, 0.994, -0.658], [-0.695, -2.641, 2.040], [0.111, 3.003, -1.035], [1.014, 2.052, -2.141], [-1.281, -1.168, -0.398], [0.828, -1.991, 2.137], [1.496, -0.146, -1.596], [-1.194, 1.708, 0.658], [-0.497, -0.989, 2.074]],
  "relative_energy_kcal_mol": 18.92,
  "homo_ev": -13.767,
  "charge": 1,
  "e_tot_ev": -16409.5376,
  "homo_lumo_gap_ev": 8.848
}



{
  "formula": "CH8NO",
  "method": "ωB97M-V with the def2-TZVPD basis set",
  "symbols": ["O", "N", "C", "H", "H", "H", "H", "H", "H", "H", "H"],
  "coordinates": [[0.903, -1.595, -0.878], [-0.759, 0.408, -0.268], [-0.173, 0.881, 1.090], [0.897, 1.168, 0.954], [-0.355, 0.041, 1.755], [-1.763, 0.436, -0.385], [1.709, -1.712, -0.396], [-0.236, -0.508, -0.644], [-0.739, 1.731, 1.463], [1.025, -1.997, -1.685], [-0.508, 1.148, -1.006]],
  "relative_energy_kcal_mol": 10.01,
  "homo_ev": -17.319,
  "charge": 1,
  "e_tot_ev": -4697.6101,
  "homo_lumo_gap_ev": 13.746
}



{
  "formula": "CH8NO2",
  "method": "ωB97M-V with the def2-TZVPD basis set",
  "symbols": ["O", "O", "N", "C", "H", "H", "H", "H", "H", "H", "H", "H"],
  "coordinates": [[2.000, 1.294, -0.520], [-0.497, -0.110, 2.082], [-0.617, -0.960, -0.527], [-1.324, -0.525, -1.516], [0.242, 0.302, 2.535], [-0.011, -1.763, -0.657], [2.925, 1.093, -0.354], [-1.150, -0.491, 2.673], [-0.390, -0.386, 0.320], [-2.345, -0.191, -1.324], [-1.000, -0.741, -2.533], [1.816, 2.176, -0.183]],
  "relative_energy_kcal_mol": 34.30,
  "homo_ev": -15.221,
  "charge": 1,
  "e_tot_ev": -6743.8399,
  "homo_lumo_gap_ev": 9.341
}



{
  "formula": "CH8NS2",
  "method": "ωB97M-V with the def2-TZVPD basis set",
  "symbols": ["S", "S", "N", "C", "H", "H", "H", "H", "H", "H", "H", "H"],
  "coordinates": [[-1.383, -0.198, -0.604], [-0.815, -0.600, 1.369], [0.481, 2.368, -0.880], [0.093, -2.176, 1.240], [1.115, 2.286, -0.085], [-0.592, -2.976, 1.473], [0.492, -2.276, 0.241], [0.929, -2.153, 1.929], [1.075, 2.330, -1.707], [-0.158, 1.531, -0.897], [-1.153, -1.353, -1.230], [-0.084, 3.217, -0.850]],
  "relative_energy_kcal_mol": 8.33,
  "homo_ev": -12.272,
  "charge": 1,
  "e_tot_ev": -24320.4790,
  "homo_lumo_gap_ev": 8.416
}



{
  "formula": "CH8O2S",
  "method": "ωB97M-V with the def2-TZVPD basis set",
  "symbols": ["S", "O", "O", "C", "H", "H", "H", "H", "H", "H", "H", "H"],
  "coordinates": [[-1.692, -0.770, -1.081], [0.960, 1.309, 0.519], [1.860, -0.103, 2.539], [-0.093, -0.036, -1.519], [0.669, -0.586, -0.983], [-1.285, -1.178, 0.115], [0.993, -0.504, 2.512], [1.522, 1.822, 1.109], [0.266, -0.193, -2.547], [2.219, -0.093, 1.652], [-0.205, 1.028, -1.409], [0.257, 1.938, 0.321]],
  "relative_energy_kcal_mol": 21.51,
  "homo_ev": -9.044,
  "e_tot_ev": -16096.2116,
  "homo_lumo_gap_ev": 9.537
}



{
  "formula": "CH8O4Si2",
  "method": "ωB97M-V with the def2-TZVPD basis set",
  "symbols": ["Si", "Si", "O", "O", "O", "O", "C", "H", "H", "H", "H", "H", "H", "H", "H"],
  "coordinates": [[0.560, 0.940, -0.485], [1.689, -1.186, 1.015], [-0.337, 0.826, 0.855], [2.914, -2.166, 0.855], [1.031, -0.878, 2.326], [1.565, -0.423, -0.379], [-0.488, 0.656, -1.991], [-0.856, 1.615, -2.300], [1.643, 2.068, -0.583], [-4.254, 0.399, 1.092], [3.084, -2.763, 1.616], [-1.379, 0.054, -2.059], [-5.161, 0.318, 1.119], [-0.086, 0.322, 1.699], [0.075, 0.219, -2.780]],
  "relative_energy_kcal_mol": 41.31,
  "homo_ev": -10.877,
  "e_tot_ev": -25116.1379,
  "homo_lumo_gap_ev": 10.774
}



{
  "formula": "CH8O5",
  "method": "ωB97M-V with the def2-TZVPD basis set",
  "symbols": ["O", "O", "O", "O", "O", "C", "H", "H", "H", "H", "H", "H", "H", "H"],
  "coordinates": [[-1.364, 1.679, 1.613], [2.125, -1.501, -0.675], [-0.180, -1.214, -1.751], [-1.879, -0.285, 0.834], [1.108, 2.514, 1.592], [-1.944, 1.092, 0.752], [-1.944, -0.674, -0.065], [0.669, 1.951, 0.944], [2.028, -2.378, -1.104], [1.872, 1.945, 1.763], [0.059, -2.143, -1.686], [0.698, -0.885, -2.002], [1.304, -1.596, -0.163], [-2.552, 1.495, -0.052]],
  "relative_energy_kcal_mol": 35.68,
  "homo_ev": -10.715,
  "e_tot_ev": -11403.4034,
  "homo_lumo_gap_ev": 10.683
}



{
  "formula": "CH9BeO7",
  "method": "ωB97M-V with the def2-TZVPD basis set",
  "symbols": ["O", "O", "O", "O", "O", "O", "O", "C", "Be", "H", "H", "H", "H", "H", "H", "H", "H", "H"],
  "coordinates": [[-1.854, -0.063, -1.293], [1.054, 0.972, 1.168], [-0.795, 1.568, -0.381], [-0.949, -0.867, 1.009], [-2.573, 2.094, -1.620], [1.942, -1.463, 1.188], [0.869, -0.412, -1.121], [-1.753, 1.197, -1.132], [-0.083, 0.197, 0.053], [-0.732, -0.967, 2.003], [-1.858, -1.210, 0.927], [2.174, -1.761, 0.322], [1.218, 1.892, 1.271], [-3.295, 1.802, -2.188], [0.717, -1.106, -1.769], [1.899, 0.477, 1.116], [2.216, -2.209, 1.607], [1.810, -0.146, -1.160]],
  "homo_ev": -13.404,
  "charge": 1,
  "e_tot_ev": -15915.0703,
  "homo_lumo_gap_ev": 9.582
}



{
  "formula": "CH9Li2N2O4",
  "method": "ωB97M-V with the def2-TZVPD basis set",
  "symbols": ["O", "O", "O", "O", "N", "N", "C", "Li", "Li", "H", "H", "H", "H", "H", "H", "H", "H", "H"],
  "coordinates": [[-2.366, 2.045, -1.894], [3.248, -0.761, 0.699], [0.362, -1.778, -0.561], [-0.202, -0.902, 1.904], [-1.939, 0.799, -0.081], [-0.582, 2.328, -0.576], [-1.652, 1.703, -0.919], [-0.951, -2.747, -1.684], [2.334, -2.400, -0.422], [2.618, -0.076, 0.924], [-1.236, 0.278, 0.424], [-0.054, -1.307, 1.049], [-0.811, -1.494, 2.347], [-0.211, 2.883, -1.334], [0.453, -0.820, -0.728], [-0.259, 2.174, 0.368], [-2.851, 0.400, -0.254], [4.100, -0.325, 0.737]],
  "homo_ev": [-3.763, -9.286],
  "e_tot_ev": -12763.7338,
  "multiplicity": 2,
  "homo_lumo_gap_ev": [3.219, 8.875]
}